Version one
2 unconnected molecules or ions with the total composition C4H11N2, computed with ωB97M-V with the def2-TZVPD basis set.

Computed properties:
LUMO level = -4.56 eV
Charge = +1
E_HOMO = -13.429 eV

Each line ends with the Mulliken charge.
Geometry (Å):
N -1.7906 -0.0363 1.0595  -0.09
N 1.0800 1.0655 0.4094  -0.48
C -0.7696 -1.0758 1.2818  -0.48
C -1.2658 -0.5407 -0.0056  0.81
C -1.5475 -0.6305 -1.3980  -0.93
C 2.2374 0.7302 -0.4026  -0.88
H -2.4169 0.6273 1.4305  0.26
H -1.8453 0.3958 -1.7083  0.29
H 1.1825 0.8421 1.3347  0.25
H -0.5973 -0.9946 -1.8392  0.28
H 1.9667 0.5605 -1.4588  0.29
H -1.0678 -2.1019 1.6299  0.28
H 2.7378 -0.2034 -0.2223  0.33
H -2.2190 -1.3337 -1.6852  0.42
H 0.8772 2.1353 0.3674  0.24
H 3.1348 1.4287 -0.4498  0.30
H 0.3034 -0.8684 1.6567  0.11

Version two
A gas-phase ion, C4H11N2 (charge +1), computed with ωB97M-V with the def2-TZVPD basis set.

Computed properties:
SMILES string = NCC/C=C\[NH3+]
LUMO level = -4.20 eV
Charge = +1
E_HOMO = -13.623 eV

Each line ends with the Mulliken charge.
Geometry (Å):
N 1.3119 -0.3595 -1.1119  -0.53
N 0.5346 -0.1994 1.7349  -0.18
C -0.0394 1.0490 1.1378  -0.39
C -1.1694 -0.0296 -0.8831  -0.21
C -0.0186 -1.0010 -1.0958  -1.06
C -1.0866 0.9043 0.2940  -0.38
H -1.8850 1.6349 0.3861  0.39
H -2.0256 -0.7053 -0.7571  0.33
H 0.5693 1.9331 1.2609  0.33
H -0.1767 -0.7682 2.1896  0.42
H -0.2124 -1.4077 -2.0941  0.41
H -0.0375 -1.8832 -0.4475  0.36
H 1.1934 0.5904 -1.4591  0.21
H 1.8660 -0.7605 -1.8624  0.30
H 1.3341 0.0295 2.3211  0.36
H -1.3100 0.6027 -1.7576  0.36
H 0.7868 -0.8011 0.9334  0.28

Version three
A molecular structure, C4H11N2, computed with ωB97M-V with the def2-TZVPD basis set.

Computed properties:
LUMO level = -7.09 eV
Charge = +1
E_HOMO = -13.088 eV

Each line ends with the Mulliken charge.
Geometry (Å):
N 1.1574 -0.5167 1.4946  -0.55
N -1.7462 0.5751 0.4405  -0.28
C -0.2549 -0.7797 -0.9133  -0.59
C 0.8596 0.2792 -0.8457  -0.68
C 1.3836 0.5946 0.5771  -0.49
C -1.6189 -0.3213 -0.5092  -0.07
H 0.2229 -0.4839 1.8700  0.15
H 2.4505 0.7586 0.5207  0.41
H 0.9283 1.5248 0.9371  0.24
H -0.3122 -1.1166 -1.9507  0.37
H -2.4009 -1.0839 -0.6212  0.42
H -1.8218 0.8349 -0.9047  0.34
H -2.7385 0.7644 0.6496  0.36
H -0.0055 -1.6605 -0.3137  0.45
H 0.4325 1.1968 -1.2525  0.28
H 1.6832 -0.0465 -1.4656  0.38
H 1.7810 -0.5193 2.2869  0.26

Verdict on stability: version two comes out on top.

Version one
2 unconnected molecules or ions with the total composition C4H11N2, computed with ωB97M-V with the def2-TZVPD basis set.

Computed properties:
LUMO level = -4.80 eV
Charge = +1
E_HOMO = -15.134 eV

Each line ends with the Mulliken charge.
Geometry (Å):
N 0.5396 0.0979 0.5456  -0.09
N 0.2107 0.9462 -2.1169  -0.52
C 0.1110 -1.2937 0.2630  -0.77
C 0.1519 1.7049 -0.7455  -0.06
C 0.6061 0.3308 1.8140  -0.15
C -1.4092 -1.5223 0.3145  -0.86
H 0.6462 -0.5090 2.5428  0.28
H -0.7893 1.8932 -0.2845  0.35
H -1.7145 -1.2955 1.3335  0.32
H 0.9986 2.2860 -0.3280  0.29
H 1.0500 0.4522 -2.2937  0.31
H 0.5082 -1.5652 -0.7387  0.31
H -1.9894 -0.8998 -0.3835  0.28
H -1.6255 -2.5925 0.1404  0.34
H -0.5261 0.1807 -2.0695  0.30
H 0.6117 -1.9195 0.9795  0.45
H 0.8195 1.3421 2.2245  0.24

Version two
A gas-phase ion, C4H11N2 (charge +1), computed with ωB97M-V with the def2-TZVPD basis set.

Computed properties:
SMILES string = CC/C(N)=C/[NH3+]
LUMO level = -3.70 eV
Charge = +1
E_HOMO = -13.156 eV

Each line ends with the Mulliken charge.
Geometry (Å):
N -1.3371 -0.2080 -0.9149  -0.46
N 1.1997 -1.6741 -1.4072  -0.24
C -0.1560 0.1147 -0.3382  0.72
C -0.2016 1.3162 0.5934  -0.81
C -0.4711 0.8842 2.0478  -1.01
C 1.0232 -0.4626 -0.5386  -0.78
H 0.3625 1.0294 2.7219  0.31
H 0.7355 1.8586 0.4721  0.38
H 0.8726 -2.4912 -0.8937  0.36
H -0.9392 1.9968 0.1913  0.44
H -0.8925 -0.1225 2.0415  0.34
H -2.1308 0.3821 -0.7249  0.22
H 1.8952 -0.1062 -0.0173  0.37
H 0.6360 -1.5622 -2.2519  0.36
H 2.1763 -1.6707 -1.6910  0.36
H -1.4908 -0.7704 -1.7345  0.13
H -1.2819 1.4859 2.4443  0.29

Verdict on stability: version two comes out on top.

Version one
2 unconnected molecules or ions with the total composition C4H11N2, computed with ωB97M-V with the def2-TZVPD basis set.

Computed properties:
LUMO level = -3.69 eV
Charge = +1
E_HOMO = -14.450 eV

Each line ends with the Mulliken charge.
Geometry (Å):
N 0.4572 0.1276 -0.7664  0.14
N -0.4024 0.2039 2.2147  -0.73
C 1.5842 0.9429 -1.1086  -0.75
C 0.2474 -0.7254 0.2313  -0.09
C -0.8031 -0.0875 -1.4433  -0.54
C -1.1007 -1.1192 -0.2543  -0.41
H 1.2828 1.6761 -1.8526  0.34
H 1.9567 1.4115 -0.0677  0.26
H -0.5806 -0.6711 -2.3253  0.32
H -1.2985 -2.1743 -0.5205  0.31
H 2.3942 0.2461 -1.5053  0.30
H -1.5290 0.7660 -1.6179  0.33
H 0.8581 -1.0137 1.0841  0.54
H -1.3313 0.4675 2.4155  0.25
H -1.8320 -0.6936 0.4118  0.19
H 0.2351 0.9794 2.0990  0.28
H -0.1381 -0.3362 3.0053  0.27

Version two
A gas-phase ion, C4H11N2 (charge +1), computed with ωB97M-V with the def2-TZVPD basis set.

Computed properties:
SMILES string = CC(N)=[N+](C)C
LUMO level = -4.50 eV
Charge = +1
E_HOMO = -13.788 eV

Each line ends with the Mulliken charge.
Geometry (Å):
N 0.7932 -0.0744 -0.3125  0.02
N -1.3587 1.3627 0.1177  -0.28
C 1.3600 -1.2895 0.3013  -0.87
C -0.9231 0.1670 -0.2117  0.71
C 1.4965 1.1177 -0.0797  -1.22
C -1.8039 -0.9756 -0.2383  -1.19
H -1.4416 -1.6742 -0.8970  0.37
H -2.8254 -0.5443 -0.6424  0.38
H -2.4111 1.5783 0.1568  0.29
H 0.9724 -2.1877 -0.2596  0.31
H -0.7103 2.1216 0.3454  0.25
H 1.3371 1.4443 0.9507  0.39
H 1.2234 1.7465 -0.9543  0.42
H -2.0564 -1.3635 0.7538  0.31
H 2.4515 -0.9772 0.0181  0.37
H 1.2516 -1.4770 1.2735  0.33
H 2.6448 1.0251 -0.3221  0.41

Version three
2 unconnected molecules or ions with the total composition C4H11N2, computed with ωB97M-V with the def2-TZVPD basis set.

Computed properties:
LUMO level = -5.05 eV
Charge = +1
E_HOMO = -12.680 eV

Each line ends with the Mulliken charge.
Geometry (Å):
N -0.4650 1.7666 -1.4669  -0.02
N -0.4716 1.2438 1.3562  -0.60
C -0.3580 -1.1214 0.7915  0.07
C 0.2417 0.0409 1.0385  -0.53
C 0.4149 1.1216 -2.1078  -0.05
C 0.3966 -2.3974 0.4962  -1.24
H 0.8284 1.5158 -3.0294  0.29
H 0.2999 -3.0743 1.3445  0.37
H 1.4679 -2.2397 0.3663  0.31
H -1.4413 -1.1768 0.8468  0.31
H 0.7643 0.1719 -1.7291  0.23
H -1.3577 0.9876 1.7692  0.23
H -0.7056 1.5438 -0.4645  0.29
H -0.9349 2.5825 -1.8166  0.31
H -0.0080 -2.8607 -0.3997  0.33
H 1.3142 0.1483 0.9227  0.43
H 0.0141 1.7474 2.0820  0.25

Verdict on stability: version three comes out on top.